Entry one
Molecular formula: C5H10S3
Method: DFT, the ωB97M-V functional and the def2-TZVPD basis

Bonds (Å) are listed after each position.
Atoms and positions in Å:
1 C 0.88 -2.01 1.09  C2 1.319, H9 1.191, H10 1.090
2 C -0.12 -1.59 0.33  C1 1.319, C5 1.466, H11 1.133
3 C -0.27 2.25 -1.22  C4 1.548, H12 1.179, H13 1.052, H14 1.152
4 C 0.00 0.73 -1.30  C3 1.548, S6 1.851, H15 1.152
5 C -0.68 -0.25 0.44  C2 1.466, S7 1.824, S8 1.795
6 S 1.73 0.10 -1.49  C4 1.851, H16 1.287
7 S -2.50 -0.18 0.52  C5 1.824, H17 1.496
8 S 0.06 0.80 1.69  C5 1.795, H18 1.357
9 H 1.51 -2.97 0.77  C1 1.191
10 H 1.03 -1.71 2.13  C1 1.090
11 H -0.34 -2.00 -0.70  C2 1.133
12 H -1.37 2.42 -0.83  C3 1.179
13 H 0.11 2.55 -2.16  C3 1.052
14 H 0.43 2.57 -0.36  C3 1.152
15 H -0.60 0.18 -2.11  C4 1.152
16 H 2.39 0.78 -0.62  S6 1.287
17 H -2.64 -1.49 1.23  S7 1.496
18 H 0.39 -0.17 2.58  S8 1.357

## Properties
LUMO (eV): 0.5


Entry two
Molecular formula: C5H10S3
Method: DFT, the ωB97M-V functional and the def2-TZVPD basis

Bonds (Å) are listed after each position.
Atoms and positions in Å:
1 C 0.83 -1.03 -0.24  C2 1.621, C5 1.575, H7 1.154, S16 1.676
2 C 0.62 -0.26 1.17  C1 1.621, C3 1.558
3 C -0.92 -0.03 1.27  C2 1.558, C4 1.671, H10 1.209, H11 1.248
4 C -1.14 0.26 -0.36  C3 1.671, C5 1.438, H12 1.159, S17 1.748
5 C 0.11 0.11 -1.05  C1 1.575, C4 1.438, H14 1.040, S18 1.932
6 H 3.04 -0.24 -0.11  S16 1.453
7 H 0.15 -1.88 -0.63  C1 1.154
8 H 1.20 1.12 1.20  no bonds
9 H 1.37 -0.85 2.28  no bonds
10 H -1.59 -0.95 1.66  C3 1.209
11 H -1.19 0.95 2.00  C3 1.248
12 H -1.77 1.15 -0.74  C4 1.159
13 H -3.27 -0.20 -0.26  S17 1.380
14 H -0.07 0.06 -2.08  C5 1.040
15 H 1.71 2.26 -1.88  S18 1.571
16 S 2.40 -1.42 -0.67  C1 1.676, H6 1.453
17 S -2.30 -0.91 -0.93  C4 1.748, H13 1.380
18 S 0.84 1.85 -0.63  C5 1.932, H15 1.571

## Properties
LUMO (eV): 0.4


The structure with the least stability is entry two.


Entry one
Molecular formula: C4H9NO2
Method: DFT, the ωB97M-V functional and the def2-TZVPD basis

Bonds (Å) are listed after each position.
Atoms and positions in Å:
1 C -0.83 0.47 -1.32  O2 1.428, C3 1.542, H8 1.099, H9 1.064
2 O -0.34 1.23 -2.43  C1 1.428, H10 0.958
3 C 0.34 -0.13 -0.52  C1 1.542, C4 1.631, N7 1.433, H11 1.085
4 C -0.48 -0.77 0.73  C3 1.631, C5 1.515, H12 1.095, H13 1.108
5 C 0.51 -1.04 1.85  C4 1.515, O6 1.290, H14 1.104
6 O 1.03 -0.11 2.58  C5 1.290
7 N 1.24 0.89 -0.06  C3 1.433, H15 1.011, H16 1.007
8 H -1.29 -0.43 -1.75  C1 1.099
9 H -1.54 0.90 -0.66  C1 1.064
10 H -0.74 2.10 -2.45  O2 0.958
11 H 0.73 -1.11 -0.76  C3 1.085
12 H -0.97 -1.73 0.54  C4 1.095
13 H -1.23 -0.06 1.13  C4 1.108
14 H 0.64 -2.08 2.20  C5 1.104
15 H 0.78 1.37 0.71  N7 1.011
16 H 2.14 0.52 0.22  N7 1.007

## Properties
<S²>: 0.75
LUMO (alpha / beta) (eV): 3.7 / 3.5
Charge: -1
2S+1: 2


Entry two
Molecular formula: C4H9NO2
Method: DFT, the ωB97M-V functional and the def2-TZVPD basis

Bonds (Å) are listed after each position.
Atoms and positions in Å:
1 C -1.32 -0.13 -0.31  C2 1.518, H8 1.091, H9 1.096, H13 1.100
2 C 0.15 -0.51 -0.34  C1 1.518, C3 1.446, H10 1.081, H11 1.248
3 C 0.86 -0.65 -1.60  C2 1.446, O4 1.222, H12 1.114
4 O 0.38 -0.65 -2.72  C3 1.222
5 N 0.68 1.93 1.23  C6 1.231
6 C 0.42 2.97 1.83  N5 1.231, H14 1.101, H15 1.096
7 O 0.04 -3.17 -0.03  H16 0.958
8 H -1.58 0.59 0.46  C1 1.091
9 H -1.94 -1.03 -0.21  C1 1.096
10 H 0.71 -0.05 0.46  C2 1.081
11 H 0.14 -1.74 -0.13  C2 1.248
12 H 1.91 -0.97 -1.42  C3 1.114
13 H -1.70 0.23 -1.28  C1 1.100
14 H 0.81 3.94 1.47  C6 1.101
15 H -0.29 3.05 2.67  C6 1.096
16 H 0.73 -3.83 -0.07  O7 0.958

## Properties
<S²>: 0.76
LUMO (alpha / beta) (eV): 3.1 / 2.1
Charge: -1
2S+1: 2


The structure with the least stability is entry two.